(1)
Formula: C14H35Cl6N3O3
Source: the OMol25 dataset
Level of theory: ωB97M-V with the def2-TZVPD basis set

LUMO energy, eV: 0.4
SMILES: COC[C@H](C)N.COC[C@H](C)N.COC[C@H](C)N.ClC(Cl)Cl.ClC(Cl)Cl
Multiplicity: 1
Frontier orbital gap, eV: 9.2
Molar mass, g mol⁻¹: 506.2
Net charge: 0

```
61
Properties=species:S:1:pos:R:3:mulliken_charge:R:1
C 0.452 -1.462 -5.592 -0.800
O 0.912 -0.868 -4.380 -0.283
C 0.796 0.498 -4.420 -0.840
C 1.655 1.190 -3.329 1.244
C 1.678 2.695 -3.490 -1.728
N 3.044 0.804 -3.353 -0.712
H 1.069 -1.057 -6.348 0.369
H -0.594 -1.151 -5.733 0.304
H 0.566 -2.525 -5.495 0.238
H 1.028 0.888 -5.474 0.317
H -0.215 0.786 -4.193 0.134
H 1.223 0.907 -2.373 -0.014
H 0.685 3.123 -3.470 0.377
H 2.058 2.915 -4.549 0.411
H 2.388 3.134 -2.801 0.472
H 3.221 -0.187 -3.447 0.264
H 3.492 1.218 -4.138 0.269
C -0.588 1.862 4.141 -0.459
O -0.415 2.776 3.073 -0.328
C 0.799 2.713 2.356 -0.583
C 0.698 3.486 1.042 0.455
C 1.887 3.303 0.132 -1.281
N 0.585 4.870 1.427 -0.572
H -1.459 2.007 4.738 0.316
H 0.319 2.007 4.779 0.319
H -0.603 0.808 3.848 -0.025
H 1.689 3.181 2.862 0.202
H 1.060 1.694 2.093 0.258
H -0.286 3.253 0.576 0.355
H 1.728 3.741 -0.855 0.161
H 2.197 2.252 -0.010 0.390
H 2.722 3.843 0.595 0.368
H 1.472 5.337 1.434 0.203
H -0.063 5.460 0.930 0.209
C -0.458 -2.617 4.570 -0.680
O 0.228 -2.312 3.416 -0.363
C -0.544 -2.291 2.171 0.445
C 0.305 -2.715 1.004 0.093
C 1.466 -1.767 0.670 -1.215
N -0.575 -2.856 -0.171 -0.515
H -0.444 -3.760 4.608 0.283
H -1.468 -2.233 4.688 0.247
H 0.114 -2.252 5.412 0.272
H -1.446 -2.954 2.309 -0.012
H -0.855 -1.269 1.900 -0.235
H 0.823 -3.634 1.247 0.348
H 1.963 -1.621 1.625 0.367
H 1.059 -0.788 0.246 0.087
H 2.196 -2.235 -0.016 0.423
H 0.003 -3.279 -0.928 0.265
H -1.154 -3.679 -0.028 0.213
Cl -3.979 -3.705 3.755 -0.126
C -4.562 -3.991 2.107 0.581
Cl -6.203 -3.374 1.781 -0.139
Cl -4.511 -5.655 1.585 -0.126
H -3.878 -3.404 1.479 -0.196
Cl -3.959 -1.368 -0.942 -0.152
C -2.556 -0.266 -0.785 0.768
Cl -2.670 0.747 0.682 -0.123
Cl -2.383 0.702 -2.219 -0.135
H -1.710 -0.927 -0.742 -0.389
```


(2)
Formula: C51H46N3O4P2S2Tl
Source: the OMol25 dataset
Level of theory: ωB97M-V with the def2-TZVPD basis set

LUMO energy, eV: 0.3
Multiplicity: 1
Frontier orbital gap, eV: 8.1
Molar mass, g mol⁻¹: 1095.4
Net charge: 0

```
109
Properties=species:S:1:pos:R:3:mulliken_charge:R:1
Tl 1.572 0.187 -0.171 1.491
O -0.686 2.969 2.528 -0.851
S -1.092 1.656 1.973 1.398
C -1.757 0.720 3.378 -0.762
C -2.056 1.445 4.525 -0.256
C -2.629 0.803 5.609 -0.674
C -2.898 -0.559 5.538 -0.785
C -2.570 -1.277 4.400 0.064
C -1.979 -0.650 3.302 -0.157
P -1.478 -1.584 1.792 1.273
C -0.578 -3.014 2.509 0.388
C 0.031 -2.995 3.761 -0.520
C 0.779 -4.081 4.196 -0.658
C 0.931 -5.195 3.385 -0.553
C 0.347 -5.214 2.126 -0.842
C -0.390 -4.127 1.687 -0.634
C -3.120 -2.318 1.390 0.213
C -3.576 -3.561 1.820 -0.243
C -4.824 -4.023 1.425 -0.658
C -5.633 -3.248 0.607 -0.541
C -5.187 -2.008 0.173 -0.668
C -3.936 -1.550 0.557 -0.469
C -2.675 1.918 1.101 0.216
C -3.885 2.032 1.771 -0.516
C -5.041 2.356 1.080 -0.939
C -4.991 2.540 -0.288 -0.897
C -3.792 2.401 -0.969 -0.795
C -2.602 2.118 -0.296 0.222
P -0.998 1.844 -1.206 1.257
C -1.594 2.075 -2.930 0.013
C -1.932 3.315 -3.471 -0.067
C -2.424 3.398 -4.765 -0.885
C -2.574 2.247 -5.531 -0.637
C -2.229 1.013 -5.003 -0.452
C -1.739 0.926 -3.706 -0.461
C -0.105 3.423 -0.928 1.059
C 1.255 3.449 -1.243 -0.304
C 2.003 4.600 -1.040 -1.022
C 1.394 5.740 -0.538 -0.674
C 0.041 5.725 -0.232 -0.727
C -0.704 4.570 -0.415 -0.196
H -1.811 2.500 4.539 0.558
H -2.869 1.364 6.503 0.403
H -3.356 -1.066 6.378 0.429
H -2.756 -2.344 4.364 0.465
H -0.067 -2.128 4.399 0.407
H 1.251 -4.048 5.170 0.421
H 1.506 -6.045 3.732 0.411
H 0.472 -6.077 1.484 0.443
H -0.834 -4.139 0.697 0.408
H -2.957 -4.177 2.459 0.379
H -5.163 -4.996 1.760 0.414
H -6.605 -3.614 0.303 0.382
H -5.809 -1.403 -0.474 0.460
H -3.577 -0.588 0.204 0.260
H -3.940 1.854 2.832 0.438
H -5.976 2.462 1.614 0.389
H -5.889 2.800 -0.835 0.411
H -3.782 2.536 -2.039 0.471
H -1.807 4.212 -2.878 0.445
H -2.685 4.364 -5.179 0.433
H -2.943 2.318 -6.546 0.380
H -2.329 0.116 -5.601 0.438
H -1.459 -0.034 -3.284 0.266
H 1.748 2.583 -1.674 -0.078
H 3.059 4.594 -1.276 0.523
H 1.974 6.642 -0.388 0.390
H -0.441 6.614 0.154 0.431
H -1.753 4.563 -0.146 0.364
C 1.210 2.767 -8.154 -1.648
C 1.760 2.040 -6.954 0.874
C 1.177 2.180 -5.699 -0.638
C 1.693 1.511 -4.601 -0.102
C 2.803 0.699 -4.757 -0.437
C 3.391 0.533 -6.002 -0.491
C 2.865 1.202 -7.095 -0.737
S 3.521 -0.080 -3.329 1.609
O 4.424 -1.099 -3.813 -0.754
O 4.096 0.975 -2.521 -0.818
N 2.322 -0.650 -2.459 -0.160
C 1.442 -1.624 -2.807 0.373
C 1.457 -2.367 -4.008 -0.676
C 0.489 -3.322 -4.213 -0.658
C -0.493 -3.532 -3.245 -1.055
C -0.439 -2.765 -2.099 -0.578
N 0.492 -1.839 -1.870 0.581
H 0.515 3.552 -7.859 0.347
H 0.680 2.065 -8.802 0.325
H 2.017 3.214 -8.734 0.417
H 0.316 2.826 -5.580 0.381
H 1.246 1.623 -3.622 0.236
H 4.255 -0.113 -6.087 0.531
H 3.321 1.081 -8.071 0.389
H 2.248 -2.187 -4.722 0.456
H 0.490 -3.908 -5.124 0.420
H -1.265 -4.278 -3.375 0.495
H -1.180 -2.890 -1.315 0.354
C 6.255 -2.134 1.168 -0.892
N 4.828 -1.882 1.126 0.271
C 4.114 -2.349 -0.051 -0.876
C 4.238 -1.087 2.032 0.073
O 3.068 -0.722 2.032 -0.593
H 6.445 -3.176 0.911 0.293
H 6.637 -1.944 2.169 0.319
H 6.787 -1.499 0.455 0.316
H 4.442 -3.361 -0.289 0.350
H 4.298 -1.705 -0.913 0.510
H 3.048 -2.368 0.161 -0.041
H 4.922 -0.781 2.840 0.345
```


Question: Which of these has the lowest molar mass?
Answer: C14H35Cl6N3O3


Question: What is the formula in the second record?
Answer: C51H46N3O4P2S2Tl